(1)
The following is a quantum chemistry calculation of the molecule C4H8P2 in a non-equilibrium geometry, from the Open Molecules 2025 dataset.

The spin multiplicity is 1. The HOMO-LUMO gap (alpha / beta) comes out at 6.398 / 8.273 eV. For the total energy, the calculation gives -839.72924 a.u.

```
14
Properties=species:S:1:pos:R:3:lowdin_charge:R:1
C -1.34793 1.19899 -1.07283 -0.4144
C -0.40266 0.54710 -2.06189 -0.3601
C 0.91295 -0.42726 0.82441 -0.6524
C -0.14710 -1.17169 0.18920 -0.4201
P 1.25005 0.05237 2.63716 0.7682
P -1.45621 -0.66084 -0.96818 0.9052
H -1.00952 1.68575 -0.12130 0.0803
H -2.29124 1.47456 -1.43455 0.0241
H -0.92125 0.55476 -3.08274 0.0629
H 0.73199 0.72860 -2.19817 0.1009
H 1.76290 -0.82939 0.44149 0.0165
H 0.82767 0.52638 0.29291 0.0246
H -0.22279 -2.18974 0.62845 0.0471
H -0.05998 -0.11323 3.17409 -0.1829
```

(2)
The following is a quantum chemistry calculation of a structure of composition C3H6MgO4SZn in a non-equilibrium geometry, from the Open Molecules 2025 dataset.

The spin multiplicity is 1. The HOMO-LUMO gap comes out at 4.506 eV. For the total energy, the calculation gives -2796.42008 a.u.

```
16
Properties=species:S:1:pos:R:3:lowdin_charge:R:1
Zn 1.26158 -0.24474 -1.15601 0.8093
S -0.23977 -2.50990 -2.31359 0.6589
O -0.65465 -2.87121 -0.75697 -0.8071
O 1.26091 -1.88451 -2.28285 -0.7702
O -0.31897 0.81515 -1.37341 -0.3622
C -0.52455 1.73271 -0.34954 -0.3505
C -0.46526 1.20973 1.09106 -0.2114
O -0.31062 -0.20494 1.16958 -0.3754
C 1.09889 -0.65391 0.90403 -0.1611
Mg -1.42246 -1.24100 -0.13139 0.9798
H -1.56198 2.10339 -0.48405 0.1135
H 0.22233 2.54916 -0.42004 0.1168
H -1.42845 1.40286 1.58766 0.1260
H 0.35211 1.68736 1.65196 0.1260
H 1.03118 -1.72302 1.17424 0.0599
H 1.69970 -0.16714 1.68930 0.0478
```

(3)
The following is a quantum chemistry calculation of a structure of composition C25H50NO3PSSiZn in a non-equilibrium geometry, from the Open Molecules 2025 dataset.

The spin multiplicity is 1. The HOMO-LUMO gap comes out at 7.947 eV. For the total energy, the calculation gives -4071.56749 a.u.

```
83
Properties=species:S:1:pos:R:3:lowdin_charge:R:1
C -2.15472 5.01477 -2.82637 -0.0865
C -2.78928 4.48437 -1.69954 -0.0437
C -2.42045 3.21997 -1.19110 -0.2685
C -1.38453 2.52515 -1.78983 -0.1971
C -0.76153 3.04710 -2.92564 -0.3396
C -1.12196 4.30323 -3.42199 -0.0651
C -3.14995 2.70489 0.02715 -0.1545
C -3.84619 1.32991 -0.05679 -0.2078
N -3.26457 0.35617 -0.99594 -0.3186
Zn -0.77726 0.75960 -1.05769 0.3409
C 0.28817 2.22068 -3.63839 -0.2973
P -0.24956 0.45194 -3.50881 0.8316
H -3.58600 5.02889 -1.20557 0.1007
H -0.59630 4.69002 -4.30167 0.1075
H -2.47069 5.97361 -3.22963 0.0980
H 1.27840 2.28550 -3.15799 0.0919
H 0.38992 2.47565 -4.70374 0.0891
H -2.45544 2.67385 0.88384 0.0808
H -3.94298 3.41655 0.28475 0.1070
H -3.81655 0.87780 0.94100 0.1025
C 1.18714 -0.51726 -4.07190 -0.2733
C -1.39140 0.36682 -4.94216 -0.2666
H -4.89968 1.47948 -0.34799 0.1197
C -3.81569 0.50692 -2.34844 -0.0942
C -3.44211 -1.02962 -0.54412 -0.1157
H 0.69894 -0.34869 -1.28398 0.0461
H -4.90429 0.32513 -2.34357 0.0923
H -3.62111 1.51484 -2.72759 0.0826
H -3.33837 -0.21560 -3.02240 0.0669
H -4.51086 -1.31046 -0.54712 0.0913
H -2.88844 -1.69970 -1.21328 0.0842
H -3.02428 -1.12575 0.46552 0.0403
H -0.81221 0.57081 -5.85894 0.0454
H -1.83401 -0.63702 -4.99895 0.0414
H -2.19101 1.11456 -4.84391 0.0449
H 1.43049 -0.24488 -5.11174 0.0481
H 2.05471 -0.32803 -3.42395 0.0357
H 0.92945 -1.58845 -4.03087 0.0424
H 0.11131 -0.87370 -1.22250 0.0690
C 2.92634 -1.94079 -0.57541 -0.0407
C 1.83297 -2.82575 0.00169 -0.6219
C 1.11623 -3.55730 -1.12794 -0.0293
C 2.43419 -3.81517 0.99716 -0.0271
O 0.81211 -2.04427 0.69713 -0.1990
Si 0.82361 -0.69229 1.64575 -0.1517
S -0.86250 0.41281 1.22977 0.4830
O 0.94613 -1.18364 3.21449 -0.1650
C 0.19386 -2.13034 4.02138 -0.6322
C -0.85924 -2.84734 3.18940 -0.0455
C 1.19657 -3.12750 4.59880 -0.0257
C -0.47572 -1.34158 5.14244 -0.0316
O 2.21762 0.13331 1.33813 -0.1766
C 2.80332 1.29936 1.98939 -0.6310
C 1.98501 2.53486 1.63299 -0.0482
C 2.84188 1.10905 3.50098 -0.0400
C 4.22517 1.41636 1.44713 -0.0372
H 3.61557 -2.55803 -1.17447 0.0985
H 3.51015 -1.46337 0.21729 0.0797
H 2.52153 -1.16516 -1.23057 0.0519
H 1.82578 -4.22339 -1.63930 0.0927
H 0.29602 -4.16525 -0.72798 0.0925
H 0.70282 -2.85451 -1.86288 0.0583
H 2.96114 -3.27965 1.79685 0.0911
H 1.65143 -4.44607 1.43473 0.0839
H 3.15210 -4.46515 0.47552 0.0916
H -0.40501 -3.42015 2.37229 0.0740
H -1.40090 -3.54864 3.83614 0.0922
H -1.58174 -2.13322 2.77288 0.0682
H 1.97468 -2.60278 5.17241 0.0913
H 0.67253 -3.81786 5.27548 0.0890
H 1.67287 -3.71316 3.80079 0.0688
H 0.27002 -0.79552 5.73425 0.0882
H -1.20468 -0.62925 4.73460 0.0887
H -0.99802 -2.04278 5.80669 0.0868
H 0.96736 2.46773 2.03857 0.0552
H 2.47936 3.42030 2.05334 0.0901
H 1.91848 2.66018 0.54684 0.0851
H 3.37812 0.18909 3.76213 0.0928
H 3.38152 1.95251 3.95607 0.0914
H 1.83642 1.08226 3.93633 0.0833
H 4.81376 0.52793 1.71775 0.0885
H 4.22067 1.52656 0.35449 0.0875
H 4.70336 2.29851 1.88832 0.0863
```

(4)
The following is a quantum chemistry calculation of a structure of composition C35H33N3O3PtS2Si in a non-equilibrium geometry, from the Open Molecules 2025 dataset.

The spin multiplicity is 1. The HOMO-LUMO gap comes out at 6.516 eV. For the total energy, the calculation gives -2948.59657 a.u.

```
78
Properties=species:S:1:pos:R:3:lowdin_charge:R:1
Pt -0.28194 0.32369 1.97032 0.8314
C -2.89262 4.84095 4.54224 -0.1751
Si -1.85119 5.39814 3.09372 0.5113
C -2.85426 5.35226 1.51771 -0.1731
C -1.18784 7.12525 3.38694 -0.1856
C -0.34554 4.26568 2.90025 -0.2223
C 0.95691 4.74956 2.88150 -0.0618
C 2.05256 3.90695 2.68532 -0.0483
C 1.82878 2.56155 2.50791 -0.0977
N 0.58596 2.07833 2.54681 -0.1661
C -0.46664 2.88345 2.72450 -0.7216
S -1.89615 1.89476 2.63254 0.7125
H -3.75603 5.49942 4.65967 0.0353
H -2.32909 4.85011 5.47673 0.0374
H -3.26618 3.82689 4.38728 0.0092
H -3.70787 6.03000 1.58826 0.0344
H -3.23494 4.34693 1.32912 0.0157
H -2.25365 5.64937 0.65628 0.0379
H -2.01159 7.83283 3.49931 0.0341
H -0.57857 7.46373 2.54610 0.0339
H -0.58027 7.17790 4.29286 0.0359
H 1.13301 5.81062 3.00933 0.0975
H 3.06118 4.29250 2.66362 0.1070
H 2.62768 1.85082 2.34723 0.1204
O 0.50987 -2.06411 3.48916 -0.5368
S 0.76584 -3.33526 2.74524 1.0322
C 2.09965 -2.90600 1.62710 -0.3604
C 2.13867 -1.66165 1.01988 -0.0729
C 3.25291 -1.27749 0.29844 -0.0556
C 4.33929 -2.14183 0.20478 -0.0729
C 4.29737 -3.38735 0.81053 -0.0707
C 3.17088 -3.77745 1.52535 -0.0810
C -0.62682 -3.47435 1.60233 -0.2946
C -1.37160 -2.22025 1.37485 -0.2914
C -2.79772 -2.32004 -0.08283 -0.1766
C -2.82146 -3.76958 -0.53267 -0.0103
C -2.03282 -4.72935 -0.02986 -0.0604
C -0.94360 -4.59891 0.96154 -0.0492
H 1.30664 -0.96227 1.09975 0.0565
H 3.25517 -0.32205 -0.21054 0.1200
H 5.21449 -1.84284 -0.35704 0.1112
H 5.14710 -4.05394 0.74179 0.1073
H 3.13598 -4.73951 2.02235 0.1070
H -1.13023 -1.42256 2.12674 0.0511
H -3.61163 -1.72474 -0.49592 0.1529
H -3.56212 -4.05202 -1.27207 0.1105
H -2.18077 -5.73593 -0.40389 0.1025
H -0.36017 -5.49613 1.14572 0.1103
O -2.79267 -2.33214 1.35732 -0.0044
C -1.35218 -1.73204 -0.11783 -0.3741
N -0.48283 -2.31089 -1.11699 0.1367
C -0.00012 -1.22578 -1.97044 -0.2814
C -0.10531 -0.04167 -0.98315 -0.5334
O 0.57698 0.97319 -1.05144 0.0240
N -1.06528 -0.31552 -0.07544 0.0488
C 1.39697 -1.48267 -2.50263 -0.1610
C 2.04752 -2.68869 -2.28696 -0.0494
C 3.28862 -2.93358 -2.86424 -0.0958
C 3.89926 -1.96539 -3.64324 -0.0973
C 3.26035 -0.74675 -3.84646 -0.0730
C 2.01450 -0.51174 -3.29079 -0.0186
C -0.94142 -0.98402 -3.15910 -0.1362
C -1.71446 0.16445 -3.28117 -0.0126
C -2.55103 0.33541 -4.37797 -0.0746
C -2.63005 -0.63993 -5.35898 -0.0950
C -1.86754 -1.79494 -5.23881 -0.0809
C -1.02750 -1.96047 -4.15033 -0.0303
H -0.95108 -3.03254 -1.64880 0.1085
H 1.57497 -3.43840 -1.66511 0.1092
H 3.78050 -3.88267 -2.68933 0.1022
H 4.86264 -2.15996 -4.09782 0.0978
H 3.73009 0.01758 -4.45274 0.1013
H 1.51177 0.43180 -3.45855 0.1215
H -1.66152 0.93621 -2.52356 0.1149
H -3.14065 1.23925 -4.46447 0.1025
H -3.27502 -0.50087 -6.21701 0.0990
H -1.91889 -2.56114 -6.00209 0.1011
H -0.41330 -2.85220 -4.07813 0.1197
```

Q: The highest total energy belongs to which entry?
A: C4H8P2